Record 1
Here is the molecule C16H17F3N4O4S at a distorted geometry from the Open Molecules 2025 dataset. Energies are from ωB97M-V/def2-TZVPD.

Geometry as XYZ:
```
45
Properties=species:S:1:pos:R:3:lowdin_charge:R:1
O 2.814 -0.628 0.737 -0.196
H 2.586 -1.791 -0.970 0.134
N 0.297 -3.769 -2.494 0.177
S -0.649 4.976 3.137 0.690
C -0.322 0.788 1.508 -0.154
H -2.634 5.434 1.741 0.066
O 0.236 5.806 2.282 -0.341
C 1.873 1.852 -3.305 -0.101
F 0.006 -4.893 1.006 0.120
C -1.041 -4.022 1.208 -0.461
H 3.182 -1.545 2.557 0.098
H 2.382 -0.200 -3.418 0.124
H 2.460 2.200 -4.152 0.074
H 1.858 2.639 -2.583 0.063
C -0.265 -2.180 -0.528 -0.081
H -1.255 2.353 4.423 0.126
H 0.838 1.649 -3.639 0.088
H -1.096 0.121 3.386 0.090
C -0.729 -2.606 0.794 -0.104
H -3.050 4.609 3.292 0.074
C -0.818 0.973 2.843 0.026
C -0.919 2.221 3.410 -0.025
C 1.969 0.272 -1.328 -0.284
N -0.003 1.853 0.738 0.157
H 2.010 1.221 -0.792 0.133
C 3.402 -1.685 1.481 -0.088
O 0.606 -0.165 -1.459 0.032
C 2.539 0.624 -2.722 -0.197
N -0.316 -0.503 0.885 0.034
O -0.384 5.029 4.571 -0.326
F -2.094 -4.519 0.439 0.108
H 4.506 -1.647 1.317 0.100
C 0.021 -3.054 -1.621 -0.152
H 3.601 0.871 -2.656 0.117
F -1.310 -4.042 2.548 0.127
C -2.415 5.369 2.804 -0.122
H 3.009 -2.631 1.205 0.068
N -0.813 -1.560 1.575 0.181
C 2.886 -0.768 -0.675 -0.163
C -0.559 3.276 2.584 -0.280
H 0.123 3.892 0.631 0.107
H -2.544 6.367 3.234 0.067
C 0.050 -0.865 -0.403 -0.180
C -0.162 3.096 1.262 -0.069
H 3.934 -0.605 -1.042 0.141
```

Calculated values
SMILES: CC[C@H](COC)Oc1c(C#N)c(C(F)(F)F)nn1-c1ccc(S(C)(=O)=O)cn1
LUMO energy, eV: -0.63
Multiplicity: 1
Frontier orbital gap, eV: 9.3
Energy above the lowest of the compared OMol25 structures with the same formula, charge and spin, kcal per mole: 79.3
Total energy, eV: -50003.4148


Record 2
Here is a cluster of 2 separate species, C16H17N in total at a distorted geometry from the Open Molecules 2025 dataset. Energies are from ωB97M-V/def2-TZVPD.

Geometry as XYZ:
```
34
Properties=species:S:1:pos:R:3:mulliken_spin:R:1
H -0.046 -5.447 -0.129 -0.004
C -0.153 1.414 1.936 0.308
C 0.012 3.005 0.093 0.527
H 2.895 3.640 -3.089 0.010
C -2.871 -0.890 0.468 0.000
H -3.861 -3.412 0.034 -0.001
C -0.721 -4.597 -0.046 -0.004
H 1.552 -0.078 1.968 0.003
C 1.052 0.776 1.519 0.323
C -0.726 -2.221 0.487 0.111
H 1.141 3.422 -3.007 -0.011
H 3.643 0.396 0.315 -0.010
H -0.423 3.858 -0.416 0.098
H 0.988 -3.427 0.545 -0.002
C -2.092 -2.173 0.316 -0.012
H 4.180 1.609 -1.697 0.018
H -0.755 0.912 2.684 0.072
H -3.698 -0.844 -0.234 0.000
C 2.236 2.706 -1.311 -0.114
C 2.042 3.671 -2.431 0.006
C -2.107 -4.554 -0.127 0.005
H -3.290 -0.853 1.481 0.000
C 3.246 1.784 -1.203 0.222
C -0.662 2.482 1.207 -0.393
H -0.109 -1.380 0.742 -0.112
H 1.810 4.665 -2.067 0.004
N 2.907 0.917 -0.137 -0.004
H -2.619 -5.479 -0.377 0.000
C 1.327 2.527 -0.233 -0.128
H -1.593 2.922 1.561 -0.029
C -0.047 -3.422 0.249 0.041
H -2.272 0.009 0.364 0.009
C 1.791 1.417 0.500 0.072
C -2.777 -3.356 0.036 -0.001
```

Calculated values
LUMO energy (spin up / spin down), eV: 3.20 / 3.20
Multiplicity: 2
Frontier orbital gap (spin up / spin down), eV: 2.8 / 6.2
Net charge: -1
Energy above the lowest of the compared OMol25 structures with the same formula, charge and spin, kcal per mole: 3.4
Total energy, eV: -18356.9228


Record 3
Here is a cluster of 2 separate species, C16H17N in total at a distorted geometry from the Open Molecules 2025 dataset. Energies are from ωB97M-V/def2-TZVPD.

Geometry as XYZ:
```
34
Properties=species:S:1:pos:R:3:lowdin_charge:R:1
H -3.717 1.525 0.158 0.076
C -1.505 -2.089 -0.725 -0.028
N -0.613 -0.232 2.186 0.084
C -0.578 -3.109 -0.732 -0.106
H -3.919 -0.067 -0.574 0.076
C 0.842 0.975 -2.641 -0.040
C 1.225 2.504 -0.664 -0.058
C 2.282 1.717 1.346 -0.111
C 0.401 -3.208 0.270 -0.105
H -0.611 -3.867 -1.509 0.097
H 2.694 -0.385 1.402 0.096
C -2.123 0.096 0.553 -0.231
H 0.638 3.274 -1.149 0.107
C 2.401 0.452 0.779 -0.102
C 1.376 1.256 -1.248 -0.276
H 1.225 -2.469 2.076 0.106
C 1.689 2.741 0.625 -0.093
C 1.992 0.239 -0.524 -0.053
H -2.266 -1.997 -1.487 0.107
H 0.269 0.043 -2.586 0.074
H 1.584 3.730 1.057 0.100
C 0.432 -2.345 1.349 -0.036
C -3.183 0.692 -0.305 -0.051
C -1.467 -1.173 0.343 -0.143
C -0.527 -1.335 1.365 -0.229
H 0.111 -0.035 2.860 0.147
C -1.513 0.650 1.636 -0.062
H 1.124 -4.001 0.149 0.096
H 1.639 0.951 -3.380 0.079
H 0.120 1.746 -2.900 0.069
H 2.115 -0.717 -1.022 0.115
H -2.791 1.066 -1.255 0.074
H 2.475 1.821 2.409 0.098
H -1.823 1.551 2.139 0.122
```

Calculated values
SMILES: Cc1c[nH]c2ccccc12.Cc1ccccc1
LUMO energy, eV: 0.91
Multiplicity: 1
Frontier orbital gap, eV: 8.7
Energy above the lowest of the compared OMol25 structures with the same formula, charge and spin, kcal per mole: 2.8
Total energy, eV: -18358.2206